Below is C44H46As2N3O2RuS3 as an isolated structure, with properties calculated with ωB97M-V with the def2-TZVPD basis set.

Properties
- Net charge: 0
- Kohn-Sham gap (spin up / spin down): 7.55 / 6.45 eV
- Highest occupied orbital energy (spin up / spin down): -0.261 / -0.261 Ha
- Spin multiplicity: 2
- Energy: -211707.8389 eV

```
101
C44H46As2N3O2RuS3 ωB97M-V with the def2-TZVPD basis set
Ru 0.77778 -1.38330 -0.20339
As 1.51709 0.89999 0.35071
As -1.15113 -1.50048 1.35961
S -1.56410 -1.95150 -1.54627
S 0.62874 -0.24435 -3.01379
S 2.13305 -2.02682 1.56745
O 2.54301 -1.14301 -1.21322
O 4.60319 -1.62776 -1.84010
N 0.85074 -3.48379 -0.65657
N -1.61394 1.07222 -2.55394
N -0.88326 1.10737 -4.73508
C -3.15800 -4.15276 -1.01973
C 3.66659 2.70099 -2.74995
C 0.76681 2.10235 1.69023
C 4.44502 -1.02103 2.58414
C -0.01314 0.76037 -5.85208
C -1.46477 -1.07807 5.55372
C -0.26252 3.59960 3.80266
C -3.75390 -5.06609 -0.16530
C -2.86772 3.16652 -2.98405
C 0.59335 3.47307 1.55331
C 0.07280 4.21627 2.60735
C -2.36310 -3.12284 -0.50614
C -2.78444 -3.96617 1.73468
C 3.30926 1.91645 -1.65984
C -4.56223 1.77697 1.19333
C -0.99930 -1.74349 3.28371
C 3.46957 -1.98078 -1.57564
C -0.76558 -2.17766 6.02734
C 3.09313 -3.45401 -1.68263
C -1.58442 -0.86272 4.18644
C 3.15709 0.53590 1.29108
C -0.06343 2.23295 3.95168
C 1.12920 2.94035 -1.66111
C 2.76692 3.61014 -3.28384
C 5.38565 -0.03702 2.82360
C -0.30059 -2.84772 3.76641
C 2.04453 2.05135 -1.10210
C -3.56885 -4.98377 1.21140
C -2.91212 1.64770 -2.86732
C 3.31419 -0.74303 1.81206
C -3.83838 -0.46469 1.68453
C 0.44716 1.49039 2.90010
C -2.28625 1.12552 0.78299
C 1.20561 1.66135 -5.96174
C -4.83985 0.49451 1.64841
C -2.18939 -3.04844 0.87891
C -3.28354 2.09168 0.75793
C 1.61773 -3.74322 -1.89700
C -2.55145 -0.15095 1.25777
C -0.18565 -3.06494 5.13081
C -0.69823 0.68641 -3.47369
C 1.49079 3.72265 -2.74520
C 5.22070 1.24398 2.30603
C 4.09876 1.52607 1.54726
H 0.36197 -3.92544 5.49296
H 3.05187 4.22074 -4.13172
H 6.26112 -0.27142 3.41601
H 0.16087 -3.54384 3.07753
H -2.13161 0.00039 3.82918
H 1.81660 1.36167 -6.81466
H 5.96143 2.01015 2.49182
H -1.29574 1.37502 0.43158
H -5.34273 2.52704 1.17673
H 1.19236 -3.11156 -2.67825
H 0.11837 3.00377 -1.27477
H -2.18103 3.50174 -3.76395
H -0.66519 4.18296 4.62074
H -0.05927 5.28485 2.49236
H 0.91185 2.70395 -6.09904
H -1.68102 1.68672 -4.93152
H -0.62262 0.81925 -6.75510
H 0.87648 3.97838 0.64000
H -0.09584 -3.83627 -0.76583
H -4.03347 -5.70566 1.86996
H 0.61634 0.42501 3.03017
H 3.95258 2.52141 1.14247
H -3.05483 3.08947 0.40351
H 1.29173 -3.99479 0.10521
H -3.57967 1.36400 -2.05378
H 0.29365 -0.27713 -5.72267
H 4.58161 -2.01734 2.98595
H -0.67330 -2.34535 7.09270
H -5.83863 0.24087 1.98000
H -0.30159 1.74282 4.88735
H -3.29949 -4.22822 -2.09061
H 1.80995 1.58596 -5.05920
H 3.43787 -3.94161 -0.76474
H -4.36579 -5.85848 -0.57848
H -1.57213 0.50649 -1.71573
H -3.85830 3.56385 -3.21038
H -1.92376 -0.38473 6.24754
H -2.63936 -3.88582 2.80561
H -4.06376 -1.46283 2.04133
H 3.68229 -3.87497 -2.49633
H 0.77623 4.41502 -3.17389
H 1.48504 -4.78632 -2.19740
H -3.32311 1.19038 -3.77424
H -2.52888 3.60291 -2.04343
H 4.65075 2.58686 -3.18583
H 4.00103 1.17735 -1.27508
```


Below is C34H26ClF5P2RuS2 as an isolated structure, with properties calculated with ωB97M-V with the def2-TZVPD basis set.

Properties
- Net charge: -1
- Kohn-Sham gap (spin up / spin down): 5.86 / 7.09 eV
- Highest occupied orbital energy (spin up / spin down): -0.123 / -0.180 Ha
- Spin multiplicity: 6
- Energy: -104621.3254 eV

```
71
C34H26ClF5P2RuS2 ωB97M-V with the def2-TZVPD basis set
Ru 2.54616 -0.39857 0.71240
Cl 1.19755 -1.07974 -6.34541
S 2.11377 1.99824 -0.40354
S 1.34534 -2.72796 0.47010
P -0.22085 -1.46078 0.67127
P 0.29916 1.58808 0.36607
F 3.16193 1.03058 3.39295
F 2.87415 -1.59189 4.12236
F 4.96222 0.49067 2.22710
F 4.61344 -2.12349 2.93936
F 4.80679 -0.74655 4.59863
C -3.21273 -1.97706 -2.12862
C 2.03797 -1.04247 -4.80516
C 3.32272 -0.96042 -2.31725
C 0.66116 4.03373 3.60723
C -3.06518 -3.06787 3.90954
C 3.25108 0.17159 -3.14025
C -2.28933 1.40979 -0.66842
C -1.68237 2.69862 -3.04494
C -1.70211 -3.45912 1.96937
C 2.74985 -2.14291 -2.80890
C 4.00240 -1.11217 3.57748
C -0.57053 -1.14506 -2.03278
C 0.91599 3.15643 2.56683
C -0.07980 2.84453 1.64357
C -1.33960 -2.11398 1.94792
C -0.99026 1.86538 -0.88939
C -2.57790 -1.55551 -3.28558
C 3.89974 -0.91023 -0.96346
C -2.69696 -1.73227 3.89961
C -2.52887 -1.97501 -0.91823
C 2.61190 0.13982 -4.36950
C -1.58369 4.32815 2.81636
C -1.20226 -1.56576 -0.86112
C -2.97201 2.24677 -2.81343
C -1.83293 -1.25570 2.92029
C 2.11104 -2.19180 -4.03738
C -2.56458 -3.93467 2.94244
C -1.25293 -1.13383 -3.23672
C -0.59091 4.62236 3.73696
C 3.70049 0.02963 2.61161
C -3.27499 1.59921 -1.62243
C -1.32865 3.44289 1.77538
C -0.69530 2.50613 -2.08760
C 0.34968 0.05988 1.07125
H 0.32066 2.83173 -2.27329
H -0.74807 -0.79885 -4.13475
H 4.69944 -0.17196 -0.86133
H -3.04059 -2.29047 -0.01755
H -1.51358 -0.21896 2.91091
H -3.07261 -1.05909 4.66025
H -4.27483 1.22306 -1.44550
H -1.43473 3.19028 -3.97744
H -2.52447 0.88297 0.25050
H 1.89483 2.70893 2.47176
H -2.11281 3.23898 1.05902
H -0.78589 5.31142 4.54976
H 0.46304 -0.81580 -2.00650
H -3.73946 2.38347 -3.56562
H 1.44756 4.25563 4.31787
H -4.24575 -2.30200 -2.16275
H 2.55406 1.03071 -4.98096
H -2.84024 -4.98181 2.95557
H 3.67933 1.10682 -2.80237
H -1.29423 -4.13737 1.22832
H 4.26050 -1.89657 -0.65838
H 1.65811 -3.11069 -4.38576
H -2.56022 4.78936 2.90047
H -3.11231 -1.55030 -4.22809
H -3.73286 -3.44174 4.67624
H 2.77528 -3.03543 -2.19636
```


Relative energy (zero: lowest compared OMol25 entry of this formula, charge and spin) in eV, matching the order above: 0.795, 0.000